1.
2 unconnected molecules or ions with the total composition C7H7BrN2 in a non-equilibrium geometry. Source: the Open Molecules 2025 dataset; level of theory: ωB97M-V/def2-TZVPD.

Properties
E_LUMO (alpha / beta): 0.1 / 0.1 eV
relative energy (zero: lowest compared OMol25 entry of this formula, charge and spin): 3.227 eV
energy: -80390.851 eV
HOMO-LUMO gap (alpha / beta): 7.583 / 7.583 eV

Last column: Mulliken charge in e.
Atoms and positions in Å:
C 2.823 0.650 0.171  -0.258
C 2.405 -0.670 0.312  -0.445
C 1.890 1.702 -0.061  -0.633
C 1.051 -0.952 0.384  -0.207
C 0.521 1.395 0.005  -0.432
C 0.131 0.055 0.237  0.168
C -3.592 -0.979 -0.673  -0.423
N -1.182 -0.236 0.132  0.415
N -2.003 -0.993 0.548  -0.753
Br -4.758 0.304 0.074  -0.121
H 3.882 1.028 0.119  0.283
H 3.230 -1.492 0.523  0.224
H 2.145 2.660 -0.146  0.467
H 0.813 -1.920 0.527  0.546
H -0.180 2.119 -0.109  0.538
H -3.121 -0.775 -1.578  0.340
H -4.054 -1.897 -0.463  0.290

Cartesian forces, eV/Å:
C 0.6 1.9 -1.0
C 2.5 -0.5 0.9
C -2.1 -5.3 1.5
C 1.9 2.0 -0.3
C 3.0 -2.4 0.3
C 1.2 1.1 0.6
C 1.7 0.7 3.7
N -3.4 0.1 -2.0
N -0.7 -0.3 -0.8
Br 0.1 0.5 -0.3
H -1.0 -1.2 0.2
H -2.0 1.7 -0.6
H 1.4 3.6 -0.5
H -1.3 -3.0 0.4
H -2.1 2.0 -0.4
H 0.4 0.5 -1.5
H -0.1 -1.4 -0.2


2.
A molecular structure, CH2ClIOS in a non-equilibrium geometry. Source: the Open Molecules 2025 dataset; level of theory: ωB97M-V/def2-TZVPD.

Properties
E_LUMO: -0.1 eV
relative energy (zero: lowest compared OMol25 entry of this formula, charge and spin): 0.000 eV
energy: -34574.137 eV
HOMO-LUMO gap: 9.979 eV

Last column: Mulliken charge in e.
Atoms and positions in Å:
C -0.245 -0.624 -0.142  -0.932
O 0.088 1.569 1.380  -0.443
S 0.174 1.164 -0.009  0.552
Cl 2.155 0.604 -0.390  -0.226
I -2.365 -0.561 0.015  0.099
H 0.276 -1.319 0.362  0.545
H -0.084 -0.833 -1.216  0.405

Cartesian forces, eV/Å:
C -2.4 3.1 -3.6
O -0.1 0.1 -0.1
S 0.5 -1.2 0.5
Cl 0.6 0.4 -0.1
I -0.2 -0.4 0.3
H 1.6 -2.0 2.6
H 0.0 0.2 0.5


3.
A molecular structure, C2HCl3O2S4 in a non-equilibrium geometry. Source: the Open Molecules 2025 dataset; level of theory: ωB97M-V/def2-TZVPD.

Properties
⟨S²⟩: 2.016
E_LUMO (alpha / beta): -1.1 / -3.3 eV
energy: -87088.763 eV
HOMO-LUMO gap (alpha / beta): 6.961 / 6.085 eV
spin multiplicity: 3

Last column: Mulliken spin population.
Atoms and positions in Å:
C 0.337 1.008 0.289  -0.010
C 4.687 -0.836 0.005  0.676
O 3.200 1.620 -1.658  0.097
O 4.243 2.203 0.582  0.116
S 1.242 -0.332 0.579  0.378
S -1.326 0.940 -0.093  0.031
S 1.135 2.624 0.214  0.250
S 3.191 1.518 -0.174  0.181
Cl 5.208 -0.512 1.543  0.109
Cl 5.326 -0.157 -1.367  0.115
Cl 3.693 -2.271 0.001  0.058
H -1.627 -0.270 0.208  -0.001

Cartesian forces, eV/Å:
C 1.7 1.1 -0.1
C -1.2 -1.3 0.3
O 0.0 -0.2 2.7
O -1.3 -0.7 -0.9
S 0.0 -0.3 0.1
S -0.4 2.6 -0.5
S -1.0 -1.4 0.1
S -0.3 2.0 -1.8
Cl 1.0 0.5 1.0
Cl 1.0 -0.7 -0.5
Cl 0.5 0.3 -0.9
H 0.1 -1.8 0.5


4.
7 unconnected molecules or ions with the total composition H14O7. Source: the Open Molecules 2025 dataset; level of theory: ωB97M-V/def2-TZVPD.

Properties
SMILES: O.O.O.O.O.O.O
E_LUMO: 0.1 eV
relative energy (zero: lowest compared OMol25 entry of this formula, charge and spin): 1.658 eV
energy: -14559.804 eV
HOMO-LUMO gap: 11.053 eV

Last column: Mulliken charge in e.
Atoms and positions in Å:
O 2.073 0.229 1.153  -0.680
H 1.482 0.029 1.894  0.311
H 2.736 -0.472 1.168  0.290
O -0.226 4.078 -2.168  -0.629
H -0.106 3.380 -1.516  0.303
H -0.083 4.896 -1.680  0.324
O 3.478 1.647 -0.700  -0.653
H 2.773 1.152 -0.234  0.398
H 3.032 2.123 -1.409  0.328
O -0.503 0.062 -0.376  -0.609
H -0.458 -0.549 0.368  0.327
H 0.133 0.747 -0.154  0.274
O -0.708 -0.825 2.620  -0.622
H -1.244 -1.397 2.048  0.352
H -0.470 -1.381 3.370  0.304
O -2.370 -1.359 -2.329  -0.635
H -1.851 -1.257 -1.522  0.329
H -1.814 -0.978 -3.016  0.316
O -1.958 -2.999 0.937  -0.638
H -2.387 -3.738 1.382  0.283
H -1.531 -3.390 0.165  0.326

Cartesian forces, eV/Å:
O -0.1 -0.4 0.5
H -0.1 0.1 -0.2
H -0.1 0.1 0.0
O 0.1 0.0 0.1
H -0.1 0.0 0.0
H 0.0 -0.1 0.0
O -0.5 -0.2 0.0
H 0.5 0.5 -0.2
H 0.1 -0.1 0.0
O -0.2 -0.2 -0.1
H 0.2 0.2 0.1
H 0.1 -0.2 0.0
O 0.2 0.0 -0.1
H 0.0 -0.1 0.2
H -0.1 0.0 -0.1
O 0.0 -0.3 0.0
H 0.0 0.3 -0.1
H 0.0 0.0 0.1
O 0.2 0.0 0.0
H 0.0 0.1 0.0
H -0.1 0.1 0.0


5.
A molecular structure, C44H48F5IN5O3STeTi in a non-equilibrium geometry. Source: the Open Molecules 2025 dataset; level of theory: ωB97M-V/def2-TZVPD.

Properties
net charge: -1
E_LUMO: 1.4 eV
relative energy (zero: lowest compared OMol25 entry of this formula, charge and spin): 1.263 eV
energy: -122940.651 eV
HOMO-LUMO gap: 5.751 eV

Last column: Mulliken charge in e.
Atoms and positions in Å:
Ti -0.125 0.126 -0.285  -2.273
C -1.236 5.456 3.440  -1.383
C -2.181 4.300 3.099  -1.437
C -1.453 3.041 2.749  1.008
C -1.205 1.965 3.540  0.905
C -1.638 1.741 4.955  -1.258
C -2.971 0.989 5.024  -0.808
C -0.487 1.019 2.726  -0.216
C -0.068 -0.214 3.176  -0.810
C 0.634 -1.146 2.448  0.302
C 1.096 -2.398 2.985  1.078
C 0.757 -2.936 4.339  -1.332
C 1.799 -2.577 5.401  -1.158
C 1.850 -2.975 2.012  0.753
C 1.811 -2.084 0.885  0.033
C 2.433 -2.330 -0.325  -0.923
C 2.320 -1.525 -1.431  0.244
N 1.628 -0.341 -1.463  0.057
C 1.762 0.113 -2.745  0.171
C 1.301 1.325 -3.206  -0.616
C 0.672 2.287 -2.446  0.240
N 0.350 2.169 -1.125  0.361
C -0.312 3.327 -0.824  0.471
C -0.892 3.604 0.388  -0.880
C -0.869 2.744 1.468  -0.101
N -0.296 1.506 1.458  0.272
C -0.379 4.208 -1.970  0.184
C 0.226 3.553 -2.987  0.719
C 0.438 3.996 -4.398  -1.295
C 1.854 4.521 -4.647  -1.120
C -0.969 5.582 -1.959  -1.108
C -0.025 6.618 -1.340  -1.149
C 2.508 -0.822 -3.552  0.823
C 2.877 -1.833 -2.726  0.547
C 3.704 -3.039 -3.037  -1.342
C 5.163 -2.882 -2.594  -1.116
C 2.816 -0.635 -5.004  -1.377
C 3.984 0.327 -5.245  -1.084
N 1.058 -0.976 1.153  0.492
C 2.558 -4.293 2.045  -1.278
C 4.065 -4.155 2.281  -1.057
H -1.793 6.369 3.664  0.436
H -0.560 5.662 2.609  0.215
H -0.624 5.206 4.308  0.333
H -2.832 4.588 2.268  0.266
H -2.841 4.105 3.947  0.482
H -1.727 2.704 5.463  0.499
H -0.872 1.177 5.494  0.478
H -3.763 1.566 4.543  0.064
H -3.263 0.798 6.059  0.524
H -2.902 0.034 4.499  0.111
H -0.307 -0.469 4.200  0.189
H 0.664 -4.023 4.273  0.497
H -0.225 -2.567 4.640  0.370
H 2.770 -3.007 5.150  0.222
H 1.506 -2.949 6.385  0.393
H 1.925 -1.495 5.468  0.296
H 3.004 -3.244 -0.421  0.431
H 1.434 1.536 -4.258  0.475
H -1.411 4.547 0.501  0.556
H -0.288 4.776 -4.639  0.455
H 0.223 3.160 -5.068  0.353
H 2.062 5.383 -4.010  0.265
H 1.987 4.824 -5.688  0.412
H 2.597 3.756 -4.415  0.187
H -1.914 5.574 -1.409  0.324
H -1.210 5.874 -2.983  0.460
H 0.246 6.334 -0.322  0.225
H -0.486 7.608 -1.311  0.412
H 0.898 6.686 -1.919  0.263
H 3.671 -3.227 -4.112  0.424
H 3.268 -3.917 -2.554  0.406
H 5.630 -2.042 -3.110  0.244
H 5.742 -3.782 -2.808  0.403
H 5.222 -2.682 -1.523  0.253
H 1.919 -0.274 -5.512  0.329
H 3.053 -1.605 -5.444  0.431
H 3.793 1.296 -4.782  0.186
H 4.150 0.484 -6.312  0.414
H 4.904 -0.070 -4.810  0.250
H 2.382 -4.824 1.106  0.410
H 2.123 -4.910 2.835  0.312
H 4.524 -3.532 1.511  0.232
H 4.557 -5.130 2.272  0.390
H 4.262 -3.683 3.245  0.240
F -1.954 1.264 -4.235  -0.489
Te -2.314 -0.250 -3.130  0.852
F -3.496 1.131 -2.544  -0.500
F -0.834 -0.728 -4.272  -0.420
F -3.645 -0.605 -4.384  -0.345
F -3.382 -1.015 -1.733  -0.393
O -1.077 0.294 -1.861  1.982
S -2.105 -2.857 -3.236  -0.377
C -1.094 -2.693 -1.912  0.543
N -0.416 -2.339 -1.044  -0.507
I -6.736 3.980 2.224  0.025
C -5.396 2.403 1.901  -0.185
C -5.508 1.253 2.671  -0.572
C -4.595 0.230 2.476  -0.748
C -3.582 0.357 1.533  1.121
C -3.505 1.502 0.753  -0.173
C -4.415 2.535 0.932  -0.938
C -2.569 -0.743 1.422  -0.554
O -2.595 -1.710 2.148  -0.732
O -1.613 -0.513 0.551  0.649
H -6.292 1.159 3.410  0.376
H -4.643 -0.678 3.063  0.474
H -2.755 1.590 -0.018  0.529
H -4.359 3.418 0.311  0.727

Cartesian forces, eV/Å:
Ti 1.3 1.1 0.3
C 0.0 0.0 0.0
C 0.1 0.0 0.0
C 0.0 0.1 0.0
C 0.1 0.0 0.0
C 0.0 0.0 0.0
C 0.1 0.1 0.1
C 0.0 0.0 0.0
C 0.0 0.0 0.0
C 0.1 0.1 0.0
C -0.1 0.0 0.0
C 0.1 0.1 0.0
C 0.0 0.0 0.0
C 0.0 -0.1 -0.1
C 0.1 0.2 0.0
C 0.0 -0.1 -0.1
C 0.1 0.1 0.1
N -0.2 -0.3 -0.2
C 0.0 0.0 0.1
C -0.1 0.0 -0.1
C 0.0 0.0 0.0
N -0.1 -0.2 0.0
C 0.0 0.0 0.0
C 0.0 0.1 0.0
C 0.2 0.0 0.1
N -0.1 -0.1 -0.1
C 0.0 0.1 0.0
C 0.0 0.0 0.0
C 0.0 0.0 0.0
C 0.0 0.0 0.0
C 0.0 0.0 0.0
C 0.0 0.0 0.0
C 0.1 0.1 0.0
C 0.1 0.0 0.0
C 0.0 0.0 0.0
C 0.0 0.0 0.0
C 0.0 0.0 0.0
C 0.0 0.0 0.0
N -0.2 -0.4 0.0
C 0.1 0.1 0.0
C 0.0 0.0 0.0
H 0.0 0.0 0.0
H 0.0 0.0 0.0
H 0.0 0.0 0.0
H 0.0 0.0 0.0
H 0.0 0.0 0.0
H 0.0 0.0 0.0
H 0.0 0.0 0.0
H 0.1 0.0 0.1
H 0.0 0.0 0.0
H 0.0 0.0 0.1
H 0.0 0.0 0.0
H 0.0 0.0 0.0
H 0.0 0.0 0.0
H 0.0 0.0 0.0
H 0.0 0.0 0.0
H 0.0 0.0 0.0
H 0.0 0.0 0.0
H 0.0 0.0 0.0
H 0.0 0.0 0.0
H 0.0 0.0 0.0
H 0.0 0.0 0.0
H 0.0 0.0 0.0
H 0.0 0.0 0.0
H 0.0 0.0 0.0
H 0.0 0.0 0.0
H 0.0 0.0 0.0
H 0.0 0.0 0.0
H 0.0 0.0 0.0
H 0.0 0.0 0.0
H 0.0 0.0 0.0
H 0.0 0.0 0.0
H 0.0 0.0 0.0
H 0.0 0.0 0.0
H 0.0 0.0 0.0
H 0.0 0.0 0.0
H 0.0 0.0 0.0
H 0.0 0.0 0.0
H 0.0 0.0 0.0
H 0.0 0.0 0.0
H 0.0 0.0 0.0
H 0.0 0.0 0.0
H 0.0 0.0 0.0
H 0.0 0.0 0.0
H 0.0 0.0 0.0
F 0.2 0.2 -0.1
Te -0.5 1.4 0.0
F 0.0 0.1 0.2
F 0.1 -0.3 0.0
F -0.1 -0.4 -0.3
F 0.0 -0.2 0.2
O -0.3 -0.5 -0.3
S 0.2 -0.4 0.3
C -0.1 0.1 -0.2
N 0.0 -0.3 0.0
I 0.0 0.0 0.0
C 0.0 0.0 0.0
C 0.0 0.0 -0.1
C -0.1 0.0 -0.2
C -0.1 -0.1 -0.1
C -0.2 0.0 -0.2
C 0.0 -0.1 0.0
C 0.5 0.2 0.1
O -0.2 -0.2 0.0
O -0.9 -0.4 0.3
H 0.0 0.0 0.0
H 0.0 0.0 0.0
H -0.1 -0.1 -0.1
H 0.0 0.0 0.0


6.
A molecular structure, C12H11Cl4GeNO5OsSSi. Source: the Open Molecules 2025 dataset; level of theory: ωB97M-V/def2-TZVPD.

Properties
net charge: +2
⟨S²⟩: 6.060
E_LUMO (alpha / beta): -7.1 / -10.4 eV
relative energy (zero: lowest compared OMol25 entry of this formula, charge and spin): 0.860 eV
energy: -152110.602 eV
HOMO-LUMO gap (alpha / beta): 7.726 / 4.357 eV
spin multiplicity: 5

Last column: Mulliken spin population.
Atoms and positions in Å:
Os 0.735 -0.836 -3.569  2.502
O 3.472 0.168 -3.483  0.029
Cl 2.676 0.498 -2.348  -0.022
O 3.274 1.334 -1.408  -0.001
O 2.146 -0.779 -1.758  0.027
O 1.366 1.083 -2.893  0.008
Ge -0.010 -0.721 0.450  0.020
C 0.896 0.887 0.855  0.019
C 0.320 2.136 0.606  -0.005
C 1.017 3.292 0.919  0.001
C 2.286 3.206 1.480  -0.001
C 2.865 1.969 1.727  0.001
C 2.177 0.807 1.407  -0.003
C -1.566 -0.964 1.641  0.101
C -2.504 -1.940 1.462  0.163
C -3.582 -2.096 2.396  0.265
C -3.716 -1.249 3.532  0.081
C -2.791 -0.275 3.731  0.119
C -1.721 -0.122 2.790  0.190
H 0.820 -1.991 0.421  -0.003
H -0.666 2.213 0.158  0.000
H 0.577 4.260 0.718  0.000
H 2.826 4.111 1.725  0.000
H 3.857 1.909 2.153  0.000
H 2.645 -0.155 1.589  0.000
H -2.454 -2.620 0.620  0.015
H -4.310 -2.882 2.239  0.007
H -4.542 -1.392 4.215  0.007
H -2.850 0.388 4.583  0.001
H -0.998 0.672 2.951  0.041
Cl -2.175 -0.465 -6.051  0.000
Si -0.278 -0.156 -5.561  -0.006
Cl 0.730 0.792 -6.975  0.001
Cl -1.056 -0.526 -1.502  0.062
O -0.011 -3.930 -1.752  0.192
S 0.134 -3.975 -3.187  0.140
N 0.411 -2.652 -3.882  0.049

Cartesian forces, eV/Å:
Os -0.2 0.3 0.4
O -0.1 0.2 0.5
Cl 0.5 -0.2 -0.5
O -0.3 -0.1 -0.1
O 0.1 0.2 -0.3
O 0.2 -0.3 -0.2
Ge 0.0 -0.2 0.1
C 0.2 0.3 0.0
C 0.0 0.0 0.0
C 0.0 0.0 0.0
C 0.0 0.0 0.0
C 0.0 0.0 0.0
C -0.1 0.1 0.1
C -0.2 0.1 0.3
C -0.1 0.0 0.1
C 0.0 0.2 0.2
C 0.0 -0.2 -0.2
C 0.2 0.1 -0.1
C 0.0 -0.1 -0.2
H -0.1 -0.1 -0.1
H 0.0 0.0 0.0
H 0.0 0.0 0.0
H 0.0 0.0 0.0
H 0.0 0.0 0.0
H 0.0 0.0 0.0
H 0.0 0.0 0.0
H 0.0 0.0 0.0
H 0.0 0.0 0.0
H 0.0 0.0 0.0
H 0.0 0.0 0.0
Cl 0.0 0.0 0.0
Si 0.0 0.0 0.1
Cl 0.0 0.1 0.0
Cl -0.2 -0.1 -0.2
O 0.0 0.1 0.1
S -0.1 -0.2 -0.1
N 0.0 0.1 0.0